No. 1
# C12H16N2O

2 unconnected molecules or ions with the total composition C12H16N2O at a distorted geometry (wB97M-V/def2-TZVPD, the OMol25 dataset).

The total energy comes out at -651.6081 Ha. The calculation puts the relative energy (zero: lowest compared OMol25 entry of this formula, charge and spin) at 0.965 eV. As for the HOMO energy: -8.137 eV. Its multiplicity is 1. The SMILES is Cc1c[nH]c2ccccc12.CCC(N)=O. As for the strongest force on any atom: 3.27 eV/A.

Positions of all 31 atoms, in Å:
C: -1.224 1.459 2.002
C: -0.990 1.474 0.548
C: -0.259 2.373 -0.166
N: -0.078 1.918 -1.465
C: -0.797 0.772 -1.661
C: -0.954 -0.121 -2.740
C: -1.858 -1.157 -2.474
C: -2.497 -1.459 -1.249
C: -2.261 -0.593 -0.205
C: -1.337 0.412 -0.387
H: -1.718 2.346 2.482
H: -0.393 1.304 2.676
H: -1.874 0.600 2.374
H: 0.275 3.263 0.143
H: 0.232 2.594 -2.143
H: -0.387 -0.095 -3.648
H: -2.128 -1.880 -3.250
H: -3.211 -2.260 -1.194
H: -2.687 -0.540 0.787
C: 1.814 -1.529 -0.405
C: 1.699 -1.762 1.138
C: 2.277 -0.628 1.884
N: 2.395 0.615 1.289
O: 2.714 -0.694 3.023
H: 2.669 -0.903 -0.641
H: 0.945 -0.902 -0.731
H: 1.810 -2.374 -1.090
H: 0.640 -1.868 1.442
H: 2.259 -2.695 1.338
H: 2.920 1.270 1.844
H: 2.003 1.061 0.477

Okay, here come the Mulliken numbers, in e, for every atom: number 1, C, carries -1.437; number 2, C, carries 0.546; number 3, C, carries -0.977; number 4, N, carries 0.029; number 5, C, carries -0.026; number 6, C, carries -0.924; number 7, C, carries -0.296; number 8, C, carries -0.883; number 9, C, carries -0.071; number 10, C, carries 1.039; number 11, H, carries 0.333; number 12, H, carries 0.258; number 13, H, carries 0.265; number 14, H, carries 0.390; number 15, H, carries 0.237; number 16, H, carries 0.418; number 17, H, carries 0.315; number 18, H, carries 0.440; number 19, H, carries 0.338; number 20, C, carries -1.042; number 21, C, carries -0.161; number 22, C, carries 0.368; number 23, N, carries -0.291; number 24, O, carries -0.670; number 25, H, carries 0.468; number 26, H, carries 0.041; number 27, H, carries 0.370; number 28, H, carries 0.226; number 29, H, carries 0.294; number 30, H, carries 0.222; number 31, H, carries 0.180

No. 2
# C4H7NS

A single C4H7NS molecule at a distorted geometry (wB97M-V/def2-TZVPD, the OMol25 dataset).

The total energy comes out at -609.4582 Ha. The calculation puts the relative energy (zero: lowest compared OMol25 entry of this formula, charge and spin) at 2.729 eV. As for the HOMO energy: -8.273 eV. Its multiplicity is 1. The SMILES is S=CNC1CC1. As for the strongest force on any atom: 4.27 eV/A.

Positions of all 13 atoms, in Å:
S: -0.563 2.276 -0.474
C: -0.106 0.774 -0.188
N: -0.586 -0.437 -0.521
C: -0.104 -1.656 0.009
C: 1.380 -1.735 0.140
C: 0.517 -1.514 1.435
H: 0.969 0.739 0.233
H: -1.609 -0.557 -0.880
H: -0.890 -2.564 -0.106
H: 1.980 -2.607 -0.249
H: 1.841 -0.771 -0.080
H: 0.503 -0.406 1.848
H: 0.194 -2.399 2.090

Okay, here come the Mulliken numbers, in e, for every atom: number 1, S, carries -0.350; number 2, C, carries -0.100; number 3, N, carries -0.093; number 4, C, carries -0.039; number 5, C, carries -0.544; number 6, C, carries -0.439; number 7, H, carries 0.070; number 8, H, carries 0.288; number 9, H, carries 0.342; number 10, H, carries 0.267; number 11, H, carries 0.156; number 12, H, carries 0.185; number 13, H, carries 0.256

No. 3
# C22H16CoF5N3O6S2

A molecular structure, C22H16CoF5N3O6S2 (wB97M-V/def2-TZVPD, the OMol25 dataset).

The total energy comes out at -4142.2624 Ha. As for the charge: -2. As for the HOMO energy (alpha / beta): -1.909 / -1.946 eV. Its multiplicity is 4. As for the strongest force on any atom: 0.67 eV/A.

Positions of all 55 atoms, in Å:
Co: 0.213 -0.274 -0.070
C: -8.335 -0.393 0.115
C: -6.913 -0.884 0.057
C: -5.847 -0.020 0.286
C: -4.535 -0.466 0.217
C: -4.274 -1.794 -0.085
C: -5.325 -2.668 -0.324
C: -6.633 -2.212 -0.249
S: -2.579 -2.384 -0.084
O: -2.631 -3.591 -0.895
O: -2.249 -2.566 1.319
N: -1.731 -1.223 -0.672
C: -2.037 -0.930 -2.074
C: -1.130 0.164 -2.637
O: -1.450 0.674 -3.714
O: -0.091 0.436 -1.955
H: -8.379 0.632 0.485
H: -8.947 -1.013 0.773
H: -8.801 -0.409 -0.873
H: -6.044 1.021 0.515
H: -3.704 0.208 0.382
H: -5.099 -3.694 -0.578
H: -7.453 -2.899 -0.439
H: -3.073 -0.608 -2.227
H: -1.887 -1.813 -2.707
S: 1.009 -4.390 1.834
C: 1.712 -4.360 0.271
C: 1.476 -3.159 -0.303
N: 0.757 -2.281 0.467
C: 0.450 -2.799 1.615
H: 2.246 -5.199 -0.138
H: 1.797 -2.848 -1.285
H: -0.096 -2.277 2.379
F: 2.926 -1.315 2.117
C: 1.965 -0.276 2.277
F: 1.299 -0.686 3.483
C: 2.826 0.875 2.791
F: 3.713 1.279 1.855
F: 3.567 0.625 3.907
F: 2.064 1.948 3.097
O: -1.072 3.219 1.578
C: -0.055 2.952 0.964
N: 0.342 1.753 0.455
C: 1.558 1.888 -0.162
O: 2.156 0.941 -0.660
C: 2.011 3.314 -0.076
C: 3.141 3.964 -0.521
C: 3.248 5.326 -0.243
C: 2.249 5.993 0.463
C: 1.114 5.317 0.912
C: 1.020 3.973 0.626
H: 3.912 3.428 -1.058
H: 4.120 5.877 -0.575
H: 2.360 7.051 0.669
H: 0.332 5.819 1.466

Okay, here come the Mulliken numbers, in e, for every atom: number 1, Co, carries 0.252; number 2, C, carries -1.440; number 3, C, carries 1.074; number 4, C, carries -0.817; number 5, C, carries -0.393; number 6, C, carries -0.424; number 7, C, carries -0.525; number 8, C, carries -0.620; number 9, S, carries 1.349; number 10, O, carries -0.805; number 11, O, carries -0.725; number 12, N, carries 0.204; number 13, C, carries -0.237; number 14, C, carries 0.019; number 15, O, carries -0.804; number 16, O, carries -0.534; number 17, H, carries 0.332; number 18, H, carries 0.341; number 19, H, carries 0.291; number 20, H, carries 0.287; number 21, H, carries 0.536; number 22, H, carries 0.447; number 23, H, carries 0.319; number 24, H, carries 0.364; number 25, H, carries 0.259; number 26, S, carries -0.279; number 27, C, carries -0.179; number 28, C, carries -1.149; number 29, N, carries 0.854; number 30, C, carries -0.137; number 31, H, carries 0.444; number 32, H, carries 0.389; number 33, H, carries 0.402; number 34, F, carries -0.401; number 35, C, carries 0.119; number 36, F, carries -0.392; number 37, C, carries 0.680; number 38, F, carries -0.285; number 39, F, carries -0.326; number 40, F, carries -0.286; number 41, O, carries -0.809; number 42, C, carries -0.164; number 43, N, carries 0.069; number 44, C, carries 1.019; number 45, O, carries -0.673; number 46, C, carries 0.419; number 47, C, carries -0.455; number 48, C, carries -0.474; number 49, C, carries -0.389; number 50, C, carries -0.553; number 51, C, carries 0.154; number 52, H, carries 0.472; number 53, H, carries 0.375; number 54, H, carries 0.357; number 55, H, carries 0.446